No. 1
This record from OMol25 describes a structure of composition C57H51CrNOP4S2. The level of theory is ωB97M-V with the def2-TZVPD basis set.

Results
- Strongest force on any atom: 0.009 hartree/bohr
- HOMO (alpha / beta): -10.13 / -10.56 eV
- Multiplicity: 4
- Net charge: +1
- Relative energy (zero: lowest compared OMol25 entry of this formula, charge and spin): 81.6 kJ/mol
- Molecular weight: 1006.07 g mol⁻¹

XYZ file:
```
117
Properties=species:S:1:pos:R:3:forces:R:3:mulliken_spin:R:1
Cr 0.102883 -0.241207 -0.123193 -0.296 0.083 0.231 3.1291
S -1.609932 -1.623586 -1.106511 0.063 -0.069 -0.051 -0.0558
P -2.325110 -1.294470 0.774369 -0.186 0.077 -0.365 0.0793
C -1.182091 -0.218262 1.408460 0.189 -0.431 -0.100 -0.1925
P -0.025181 -0.266613 2.642243 0.290 0.280 0.035 0.1283
S 1.682712 0.195026 1.633406 0.012 -0.067 0.060 -0.0395
C -0.352821 0.946279 3.940640 -0.130 0.024 -0.055 0.0215
C 0.647042 1.765855 4.447533 0.062 -0.055 0.028 -0.0079
C 0.338684 2.716765 5.409412 0.005 0.010 0.017 0.0000
C -0.965645 2.853154 5.862667 -0.025 -0.009 -0.001 0.0002
C -1.969666 2.036637 5.356830 0.015 0.026 0.022 -0.0003
C -1.663978 1.087624 4.394052 -0.020 -0.002 -0.014 -0.0059
C 0.216129 -1.849287 3.485307 -0.027 0.006 0.003 -0.0316
C 0.751270 -2.913350 2.760758 0.009 0.014 -0.045 0.0491
C 0.956274 -4.137501 3.368070 -0.011 -0.010 0.023 0.0087
C 0.626977 -4.310674 4.707691 -0.006 0.002 -0.012 0.0004
C 0.097377 -3.256806 5.433768 0.008 -0.027 0.004 0.0009
C -0.107144 -2.025327 4.825951 -0.037 0.032 0.019 0.0044
C -2.588487 -2.857144 1.639447 0.038 0.053 0.076 0.0006
C -2.068547 -4.057523 1.173026 -0.018 0.010 -0.073 -0.0024
C -2.248447 -5.220546 1.906378 0.001 -0.019 0.002 0.0000
C -2.936203 -5.184059 3.109163 -0.012 -0.001 0.026 -0.0005
C -3.462494 -3.986380 3.577660 0.006 -0.015 -0.014 -0.0003
C -3.294728 -2.826174 2.841845 0.025 0.022 0.001 0.0000
C -3.968899 -0.558128 0.667825 0.057 0.101 0.000 0.0291
C -4.209621 0.699921 1.203163 0.012 -0.005 0.045 -0.0158
C -5.472722 1.268147 1.102952 -0.014 -0.018 -0.002 -0.0009
C -6.487409 0.582754 0.455373 -0.001 -0.003 -0.001 0.0000
C -6.245143 -0.672473 -0.093318 -0.031 0.016 0.005 -0.0009
C -4.990184 -1.243170 0.012663 0.010 -0.057 0.003 0.0007
H 1.661885 1.666579 4.082580 -0.004 0.004 -0.018 0.0012
H 1.117495 3.356860 5.801437 0.010 0.005 0.007 0.0002
H -1.202469 3.599324 6.609208 -0.002 0.007 0.009 -0.0001
H -2.987031 2.142580 5.709014 -0.010 0.002 0.004 0.0000
H -2.448988 0.458907 3.986055 0.005 -0.007 -0.017 0.0030
H 1.028127 -2.772239 1.720265 0.001 0.012 0.010 0.0166
H 1.376611 -4.958048 2.801392 0.004 -0.008 -0.006 0.0001
H 0.790836 -5.267823 5.184732 0.002 -0.009 0.006 0.0000
H -0.152136 -3.387023 6.478094 -0.004 -0.002 0.013 0.0000
H -0.510798 -1.205157 5.405346 0.005 0.004 -0.005 -0.0006
H -1.542447 -4.078699 0.226571 0.011 0.001 -0.001 -0.0005
H -1.852451 -6.157540 1.537621 0.007 -0.009 -0.006 0.0000
H -3.071061 -6.092573 3.681303 -0.010 -0.002 0.002 0.0001
H -4.012305 -3.961203 4.508798 0.004 0.003 0.015 -0.0001
H -3.723902 -1.895064 3.196259 -0.001 0.002 0.004 0.0006
H -3.403364 1.232972 1.692444 0.013 0.000 -0.031 0.0041
H -5.659082 2.246881 1.524956 -0.004 0.012 0.003 0.0000
H -7.471787 1.024495 0.372807 -0.009 0.003 0.005 -0.0001
H -7.038634 -1.204319 -0.600658 -0.010 -0.006 -0.007 -0.0001
H -4.803139 -2.222537 -0.413886 0.013 0.001 -0.001 -0.0009
C 2.468033 -0.150903 -3.114083 -0.039 -0.082 -0.102 0.0073
N 1.957145 1.210483 -3.082774 0.054 -0.030 0.009 0.0061
C 0.515902 1.291896 -3.283534 -0.049 0.049 -0.020 0.0155
P -0.248255 1.639235 -1.641596 0.051 -0.144 0.077 -0.1048
C 0.499611 3.256450 -1.321450 -0.034 0.005 0.045 -0.0487
C 0.121718 4.361568 -2.079761 0.052 0.016 -0.054 0.0008
C 0.755323 5.580914 -1.895861 -0.004 0.009 -0.012 0.0002
C 1.770824 5.700875 -0.957646 0.007 -0.007 0.016 -0.0006
C 2.154327 4.599113 -0.205280 0.009 0.008 -0.010 0.0031
C 1.520710 3.378625 -0.385704 -0.005 -0.006 0.032 0.0272
C -1.999525 1.922777 -2.012236 0.007 0.040 0.000 0.0065
C -2.647189 1.110403 -2.942199 -0.011 -0.015 -0.002 -0.0018
C -3.993203 1.295078 -3.214317 -0.008 0.000 -0.001 0.0015
C -4.704429 2.288492 -2.557787 -0.008 0.008 0.000 -0.0034
C -4.066620 3.094927 -1.626866 -0.002 0.003 0.006 0.0019
C -2.720795 2.913440 -1.349879 0.001 0.014 0.019 -0.0174
C 2.728757 2.108670 -3.903512 0.010 0.049 0.032 0.0012
C 2.535915 2.182494 -5.278786 0.006 -0.020 0.021 0.0027
C 3.304324 3.049226 -6.040556 -0.006 -0.001 -0.023 0.0001
C 4.271025 3.838984 -5.434636 0.011 0.007 -0.003 0.0000
C 4.464598 3.763060 -4.063475 0.006 0.009 0.000 0.0000
C 3.691842 2.902689 -3.297458 -0.024 -0.012 -0.007 -0.0011
P 2.009473 -1.141285 -1.610712 -0.051 0.043 0.031 -0.0245
C 3.562923 -1.185010 -0.670095 0.033 0.072 -0.029 -0.0199
C 4.250858 0.012062 -0.478809 -0.001 0.024 0.009 -0.0056
C 5.397555 0.041673 0.297036 0.017 -0.018 0.024 0.0025
C 5.857192 -1.121666 0.899553 -0.002 0.010 0.001 -0.0030
C 5.169796 -2.312162 0.718920 0.004 -0.011 0.015 0.0026
C 4.024815 -2.347656 -0.064166 -0.003 0.007 -0.016 0.0012
C 1.845081 -2.837557 -2.237057 0.034 0.003 0.000 -0.0213
C 1.086656 -3.752953 -1.512882 -0.027 -0.012 0.030 -0.0169
C 0.979305 -5.070091 -1.933565 0.001 -0.006 0.016 -0.0003
C 1.622742 -5.482626 -3.090042 -0.001 0.005 -0.002 -0.0005
C 2.395815 -4.581831 -3.809933 -0.002 -0.010 0.004 0.0007
C 2.515878 -3.269438 -3.381546 0.048 -0.038 0.017 -0.0018
H 3.556860 -0.112824 -3.160535 -0.026 -0.022 -0.016 -0.0021
H 2.109680 -0.697012 -3.999597 -0.001 0.013 0.015 0.0022
H 0.099892 0.393431 -3.752819 0.004 -0.011 0.047 0.0069
H 0.274993 2.144591 -3.920612 -0.025 -0.054 -0.030 -0.0091
H -0.667220 4.277149 -2.818126 -0.017 -0.009 0.017 -0.0001
H 0.455758 6.436007 -2.486956 0.002 0.007 -0.001 -0.0002
H 2.261383 6.654134 -0.811091 0.010 0.006 -0.010 -0.0002
H 2.946952 4.689208 0.526342 0.005 0.006 0.011 0.0001
H 1.805018 2.525441 0.217311 -0.023 0.001 0.006 -0.0050
H -2.117062 0.313046 -3.445598 0.012 0.011 -0.007 -0.0013
H -4.485625 0.658966 -3.937690 -0.006 -0.004 -0.003 -0.0002
H -5.755112 2.433778 -2.772066 -0.009 -0.006 0.004 -0.0001
H -4.618779 3.868041 -1.108554 -0.008 0.005 -0.002 0.0000
H -2.231095 3.528501 -0.608147 0.004 0.005 0.006 -0.0005
H 1.785158 1.562749 -5.755438 -0.011 -0.005 -0.004 0.0001
H 3.150239 3.104811 -7.109928 0.000 0.002 -0.010 0.0000
H 4.868798 4.514754 -6.030824 0.009 0.009 -0.005 0.0000
H 5.210474 4.384465 -3.585824 0.007 0.004 0.005 0.0000
H 3.811451 2.856232 -2.222880 -0.005 0.008 0.006 -0.0004
H 3.883610 0.928337 -0.928951 -0.008 -0.001 -0.020 0.0113
H 5.930729 0.973053 0.435242 0.002 0.006 0.004 0.0001
H 6.750458 -1.099378 1.509117 0.009 0.000 0.001 -0.0001
H 5.527957 -3.221250 1.183871 0.002 0.002 0.004 0.0001
H 3.501776 -3.285340 -0.206062 -0.002 0.000 -0.011 -0.0013
H 0.566190 -3.433874 -0.618451 -0.009 0.019 -0.017 0.0515
H 0.385627 -5.770257 -1.360435 -0.009 -0.016 -0.004 0.0000
H 1.528587 -6.505539 -3.429105 0.003 -0.009 0.004 -0.0001
H 2.913247 -4.903635 -4.703682 0.008 -0.003 -0.001 -0.0001
H 3.158245 -2.597861 -3.936196 -0.032 0.027 -0.012 -0.0005
O -0.945164 2.918318 1.340704 -0.062 0.064 -0.128 0.0144
H -0.676239 3.772082 1.695196 0.008 -0.011 0.116 -0.0014
H -1.425166 2.464066 2.042507 0.089 0.011 0.058 0.0052
```
Forces are in eV/Å.

No. 2
This record from OMol25 describes a structure of composition C57H52BCaN10O4S2. The level of theory is ωB97M-V with the def2-TZVPD basis set.

Results
- Strongest force on any atom: 0.010 hartree/bohr
- HOMO: -5.11 eV
- Multiplicity: 1
- Net charge: -1
- Relative energy (zero: lowest compared OMol25 entry of this formula, charge and spin): 0.0 kJ/mol
- Molecular weight: 1056.13 g mol⁻¹

XYZ file:
```
127
Properties=species:S:1:pos:R:3:forces:R:3:mulliken_charge:R:1
Ca -0.629399 0.828521 -0.481413 -0.302 0.427 -0.006 0.8335
C 1.775950 3.344764 2.700252 0.013 0.006 0.005 -1.1722
C 0.807992 2.881319 1.817018 -0.039 -0.006 -0.016 -0.7385
N 1.146508 2.222003 0.719623 0.130 -0.018 0.076 1.8571
C 2.442084 1.986536 0.506410 -0.032 0.029 0.025 0.3535
C 3.395045 2.449900 1.407989 -0.007 -0.027 -0.033 -0.5458
N 3.069372 3.136511 2.498598 -0.007 0.009 0.011 -0.6390
C 2.790301 1.187377 -0.705387 0.022 0.001 -0.029 -0.4117
C 4.110201 0.976467 -1.087760 -0.012 0.010 0.034 -1.1800
C 4.370358 0.245654 -2.236891 -0.033 0.016 -0.036 0.1406
C 3.295808 -0.235228 -2.968572 -0.009 0.030 0.004 -0.6406
C 2.003838 0.012117 -2.518713 0.004 0.022 -0.019 -0.6246
N 1.766981 0.700646 -1.404765 0.160 -0.055 0.081 1.6916
C 0.815047 -0.445896 -3.288519 -0.038 -0.008 -0.007 0.1029
C 0.909888 -1.345716 -4.345437 -0.011 -0.024 0.006 -0.3675
N -0.151547 -1.756600 -5.029911 -0.002 -0.017 0.016 -0.6409
C -1.325696 -1.270469 -4.644063 0.018 0.039 -0.018 -0.7270
C -1.435013 -0.363101 -3.598446 0.020 0.012 -0.046 -0.2744
N -0.367380 0.047255 -2.931206 -0.034 -0.005 -0.112 0.5093
C 5.761935 0.001587 -2.680118 0.015 0.000 0.004 0.1276
C 6.755625 -0.349054 -1.773027 0.021 0.004 -0.013 -0.4386
C 8.043523 -0.564953 -2.237240 -0.008 -0.001 0.012 -0.4041
N 8.399544 -0.452663 -3.514541 0.009 -0.002 -0.004 -0.6421
C 7.443615 -0.117321 -4.377427 -0.012 0.001 -0.005 -0.3991
C 6.125876 0.115663 -4.017298 0.017 -0.013 0.003 -0.4940
H 1.490556 3.890018 3.591664 0.008 0.001 0.004 0.5319
H -0.251723 3.015842 1.996870 0.007 -0.015 -0.006 0.2926
H 4.450977 2.256775 1.266709 0.003 0.002 0.000 0.3517
H 4.929777 1.396480 -0.522941 0.007 -0.009 -0.003 0.7511
H 3.471116 -0.800067 -3.872171 0.011 0.001 0.008 0.6721
H 1.859662 -1.774553 -4.637579 -0.006 -0.002 -0.012 0.3606
H -2.205263 -1.608237 -5.178924 0.001 -0.006 0.003 0.4082
H -2.390512 0.042925 -3.282695 -0.002 -0.012 0.009 0.4460
H 6.527331 -0.476800 -0.722871 -0.008 -0.001 -0.001 0.4794
H 8.828919 -0.847978 -1.545028 0.001 0.001 -0.001 0.3649
H 7.746779 -0.024722 -5.414636 0.002 -0.002 0.000 0.3660
H 5.399518 0.401652 -4.766953 -0.003 0.003 0.005 0.4566
C -3.445282 -4.320780 2.423179 -0.005 0.009 0.004 -1.6330
C -2.107546 -3.806299 2.939133 -0.007 -0.015 -0.030 1.2884
C -1.622089 -4.560552 4.161512 -0.004 -0.009 0.007 -1.9436
O -2.201657 -2.444966 3.271950 -0.008 0.033 0.021 -0.2518
C -1.812615 -1.663854 2.137198 0.015 -0.026 0.004 -1.7114
C -0.794623 -2.585931 1.437301 -0.098 0.021 0.007 -0.3272
O -1.129898 -3.897606 1.916536 0.058 -0.011 0.021 -0.3521
C -0.757862 -2.568191 -0.110951 0.101 0.086 0.174 1.2727
O -0.419997 -1.310715 -0.521557 -0.143 -0.344 -0.137 -0.1854
C 0.331507 -3.529427 -0.624128 -0.075 -0.017 -0.053 -0.1294
C 1.276650 -4.167326 0.167365 0.042 0.058 -0.005 -0.6218
C 2.298883 -4.916707 -0.412351 -0.008 0.019 0.025 -0.9992
C 2.381020 -5.053030 -1.787951 -0.019 0.004 -0.014 -0.7738
C 1.422217 -4.437673 -2.588912 0.032 -0.023 -0.018 -0.8641
C 0.415539 -3.689276 -2.006672 0.064 -0.038 0.000 -0.0717
C -2.121443 -3.026847 -0.660451 -0.040 0.005 -0.015 -0.1711
C -2.448857 -4.371245 -0.826962 0.017 0.055 -0.010 -0.0118
C -3.692127 -4.741709 -1.317357 -0.038 -0.022 -0.014 -0.8077
C -4.637992 -3.776454 -1.641846 -0.018 -0.030 -0.001 -0.8044
C -4.328099 -2.434269 -1.475148 0.071 0.022 0.024 -0.7985
C -3.076230 -2.072294 -0.994516 0.118 -0.006 0.059 -0.1271
C -1.322702 -0.274866 2.647226 -0.115 0.059 0.020 2.3301
O -1.141904 0.584520 1.605009 0.301 -0.124 0.141 0.0293
C -2.388620 0.377698 3.552299 -0.037 -0.031 0.002 -0.3515
C -3.730736 0.017437 3.561811 0.012 0.006 -0.003 -0.3033
C -4.663157 0.754056 4.283849 0.005 0.006 0.009 -0.9783
C -4.271350 1.865041 5.013147 -0.014 -0.004 -0.005 -0.6225
C -2.932829 2.238389 5.008616 0.019 -0.001 -0.004 -1.0710
C -2.010573 1.502352 4.284331 -0.013 0.029 0.018 -0.0382
C -0.037732 -0.515362 3.464785 0.014 0.005 0.019 0.1763
C 1.200430 -0.357142 2.852786 -0.052 0.012 -0.012 -0.3906
C 2.381986 -0.593625 3.540473 0.022 -0.001 0.022 -0.7579
C 2.343917 -1.001004 4.867181 -0.004 -0.007 -0.011 -0.8472
C 1.113940 -1.180677 5.485800 -0.012 0.002 0.002 -0.9774
C -0.064468 -0.942881 4.789902 0.014 0.018 0.014 -0.2496
H -4.190937 -4.277476 3.219024 0.004 0.002 0.003 0.4173
H -3.347035 -5.350455 2.076641 0.003 -0.001 -0.001 0.3746
H -3.779986 -3.709674 1.584192 -0.006 -0.003 0.003 0.2402
H -2.337619 -4.452573 4.977816 -0.003 0.000 -0.001 0.3582
H -0.660859 -4.150443 4.470745 -0.001 0.002 0.000 0.4504
H -1.505743 -5.619207 3.926646 0.001 0.002 -0.004 0.3681
H -2.673165 -1.476540 1.485930 0.006 0.003 0.004 1.1517
H 0.213678 -2.335923 1.773918 -0.040 -0.011 -0.006 1.1379
H 1.222489 -4.091246 1.244997 0.017 -0.019 0.001 0.4778
H 3.031462 -5.399848 0.223806 -0.002 -0.003 0.001 0.4343
H 3.173228 -5.641690 -2.234909 0.002 -0.001 0.001 0.4050
H 1.454408 -4.553139 -3.667131 0.007 0.009 0.008 0.4774
H -0.341929 -3.220774 -2.621687 -0.006 0.039 -0.059 0.5313
H -1.721345 -5.131356 -0.569612 -0.009 0.007 0.002 0.4997
H -3.926967 -5.792329 -1.443771 -0.004 0.000 -0.003 0.4190
H -5.609197 -4.071191 -2.021159 -0.001 0.000 -0.001 0.3644
H -5.052271 -1.664806 -1.715437 -0.002 0.001 0.000 0.5157
H -2.812251 -1.031511 -0.856093 -0.117 0.027 -0.065 0.1684
H -4.064929 -0.847181 3.005647 -0.003 -0.002 0.001 0.2614
H -5.704699 0.454848 4.270469 -0.001 -0.001 -0.001 0.4204
H -4.999173 2.438831 5.574012 -0.002 0.000 -0.001 0.3841
H -2.609455 3.109639 5.566582 -0.001 0.000 0.001 0.4081
H -0.968878 1.803949 4.275698 -0.001 -0.002 0.001 0.4223
H 1.206838 -0.076877 1.808979 0.035 0.024 -0.029 0.3128
H 3.334928 -0.466068 3.038312 -0.003 0.001 -0.002 0.4701
H 3.262603 -1.182912 5.411923 0.001 0.001 0.001 0.3939
H 1.070278 -1.505867 6.518863 0.000 0.002 0.001 0.4223
H -1.018740 -1.083857 5.281157 0.001 -0.005 -0.003 0.4828
C 2.890835 4.701684 -1.802746 -0.003 0.003 -0.002 -0.9662
N 1.700738 5.007580 -1.046218 -0.027 0.018 0.008 0.4189
C 1.634352 5.888925 0.017920 0.003 -0.008 -0.018 -0.4572
C 0.353387 5.876727 0.441067 0.001 -0.010 -0.009 -0.8698
N -0.364317 4.998489 -0.342701 0.016 0.071 0.012 0.1251
B -1.850181 4.592869 0.005225 -0.009 -0.040 -0.011 0.7157
N -2.661658 4.485287 -1.311054 -0.009 0.035 -0.035 0.2702
C -2.789384 5.537504 -2.190771 0.024 0.007 0.031 -0.6311
C -3.394723 5.092790 -3.308138 -0.016 0.002 -0.019 -0.6300
N -3.649889 3.750157 -3.103851 -0.006 -0.002 0.011 0.2663
C -4.240089 2.860162 -4.074739 0.001 0.000 0.004 -0.9769
C -3.188960 3.381949 -1.877536 0.018 0.011 0.009 0.0891
S -3.350453 1.817885 -1.221067 -0.013 -0.168 -0.057 -0.4456
C 0.463890 4.466359 -1.265720 0.020 -0.038 0.017 -0.2164
S 0.096221 3.327261 -2.469686 0.018 -0.054 0.005 -0.2969
H 3.708823 4.458562 -1.122224 0.002 0.004 0.000 0.3677
H 3.181891 5.544708 -2.432039 0.000 -0.001 -0.004 0.3406
H 2.668353 3.844869 -2.436319 0.001 -0.001 0.004 0.2104
H 2.496177 6.428245 0.368791 0.002 -0.001 -0.001 0.4918
H -0.120369 6.410357 1.245560 -0.002 0.000 0.001 0.5023
H -1.868161 3.536529 0.578418 0.018 -0.009 0.000 -0.4291
H -2.281741 5.504671 0.679175 -0.010 -0.016 0.020 -0.2569
H -2.421360 6.516884 -1.941296 0.002 0.002 -0.005 0.4559
H -3.670941 5.593577 -4.218525 0.001 0.000 -0.001 0.4817
H -5.058190 3.368183 -4.584692 0.007 0.003 -0.007 0.3458
H -4.616868 1.986513 -3.548658 -0.008 0.001 -0.002 0.3311
H -3.495409 2.541518 -4.806919 -0.002 -0.005 -0.001 0.3129
```
Forces are in eV/Å.